Entry 1:
DFT (ωB97M-V with the def2-TZVPD basis set) results for the ion C4H10N with charge +2 in a non-equilibrium geometry.

Calculated values
Charge = +2
Relative energy (zero: lowest compared OMol25 entry of this formula, charge and spin) = 1.874 eV
E_HOMO (spin up / spin down) = -21.2 / -21.1 eV
Kohn-Sham gap (spin up / spin down) = 10.5 / 6.4 eV
Spin multiplicity = 2
LUMO level (spin up / spin down) = -10.7 / -14.7 eV
⟨S²⟩ = 0.754

Last column: Löwdin spin population.
Element x y z (Å)
C 0.098 -1.528 -1.049  0.080
C -0.717 -0.259 -0.636  0.081
C 0.039 0.688 0.167  0.320
C 1.099 1.488 -0.167  0.420
N -0.314 0.435 1.697  0.019
H -0.520 -2.443 -1.097  0.019
H 0.245 -1.439 -2.130  0.000
H 0.995 -1.671 -0.426  -0.001
H -1.123 0.280 -1.552  0.028
H -1.752 -0.337 -0.173  -0.001
H 1.573 1.415 -1.131  0.013
H 1.709 2.075 0.513  0.015
H -0.230 -0.540 2.011  0.002
H -1.293 0.751 1.663  0.006
H 0.191 1.085 2.310  0.000

Forces on atoms 1 to 2 (eV/Å):
C 0.017 -0.585 -0.962
C -3.138 2.125 -0.385

Entry 2:
DFT (ωB97M-V with the def2-TZVPD basis set) results for a structure of composition C6H20ClI2OP2Pt in a non-equilibrium geometry.

Calculated values
Charge = +3
Relative energy (zero: lowest compared OMol25 entry of this formula, charge and spin) = 0.000 eV
E_HOMO (spin up / spin down) = -20.2 / -20.0 eV
Kohn-Sham gap (spin up / spin down) = 7.4 / 4.1 eV
Spin multiplicity = 5
LUMO level (spin up / spin down) = -12.7 / -15.9 eV
⟨S²⟩ = 6.019

Last column: Löwdin spin population.
Element x y z (Å)
I 0.002 -1.731 -1.040  0.895
I 0.012 2.445 -1.795  1.103
Pt 0.001 0.599 0.111  0.857
P -2.348 0.476 0.114  0.179
C -2.870 0.208 -1.568  0.051
C -2.919 -0.876 1.132  0.023
H -3.998 -0.775 1.298  0.004
H -4.195 1.777 0.904  0.008
H -2.406 -0.803 2.092  0.002
H -2.639 2.297 1.667  0.001
H -2.487 -0.736 -1.954  0.013
H -2.689 -1.832 0.655  0.005
C -3.125 1.992 0.726  0.027
H -3.958 0.234 -1.588  0.003
H -3.039 2.790 -0.027  0.003
H -2.500 1.016 -2.193  0.018
P 2.353 0.465 0.131  0.181
C 2.883 0.197 -1.549  0.051
C 3.132 1.976 0.750  0.027
H 2.387 -0.816 2.108  0.002
H 3.985 -0.795 1.328  0.004
H 2.677 -1.846 0.673  0.005
C 2.908 -0.891 1.152  0.023
H 2.640 2.281 1.688  0.001
H 4.199 1.754 0.936  0.008
H 3.971 0.219 -1.559  0.003
H 2.521 1.007 -2.175  0.018
H 3.055 2.774 -0.002  0.003
H 2.500 -0.746 -1.938  0.013
Cl -0.006 0.825 2.465  0.407
O 0.009 -4.896 -0.979  0.054
H 0.713 -4.258 -0.773  0.005
H -0.770 -4.332 -0.790  0.004

Forces on atoms 1 to 2 (eV/Å):
I -0.016 0.708 0.341
I 0.000 -0.012 0.435

Entry 3:
DFT (ωB97M-V with the def2-TZVPD basis set) results for an isolated molecule of C11H14BrO3P.

Calculated values
Relative energy (zero: lowest compared OMol25 entry of this formula, charge and spin) = 0.137 eV
E_HOMO = -9.4 eV
SMILES = CC(C)CCC1=CC(=O)C=C(P(O)Br)C1=O
Kohn-Sham gap = 8.1 eV
Spin multiplicity = 1
LUMO level = -1.3 eV

Last column: natural (NBO) charge in e.
Element x y z (Å)
C -2.091 3.576 -0.602  -0.604
C -0.703 2.927 -0.416  -0.214
C -0.067 3.418 0.880  -0.608
C -0.848 1.402 -0.464  -0.385
C 0.482 0.650 -0.462  -0.431
C 0.330 -0.844 -0.527  -0.023
C -0.654 -1.521 -1.122  -0.249
C -0.639 -3.003 -1.113  0.491
O -1.107 -3.663 -2.010  -0.483
C 0.033 -3.634 0.060  -0.182
C 1.020 -2.979 0.668  -0.435
P 2.045 -3.517 2.107  1.072
O 3.173 -4.401 1.319  -0.981
Br 0.733 -5.166 2.827  -0.243
C 1.410 -1.653 0.119  0.514
O 2.557 -1.264 0.190  -0.520
H -2.158 4.504 -0.035  0.210
H -2.279 3.803 -1.651  0.212
H -2.878 2.902 -0.259  0.204
H -0.084 3.207 -1.274  0.193
H 0.128 4.489 0.816  0.213
H 0.872 2.918 1.113  0.206
H -0.756 3.259 1.714  0.203
H -1.434 1.057 0.394  0.201
H -1.416 1.156 -1.366  0.200
H 1.129 0.995 -1.272  0.233
H 1.012 0.868 0.467  0.223
H -1.462 -1.032 -1.651  0.233
H -0.298 -4.616 0.370  0.245
H 3.949 -3.838 1.180  0.508

Forces on atoms 1 to 2 (eV/Å):
C 0.312 -0.080 -0.056
C -0.354 -0.159 -0.023

Entry 4:
DFT (ωB97M-V with the def2-TZVPD basis set) results for a structure of composition C45H46N4O3P3S5Y in a non-equilibrium geometry.

Calculated values
Charge = -1
Relative energy (zero: lowest compared OMol25 entry of this formula, charge and spin) = 2.354 eV
E_HOMO (spin up / spin down) = -2.6 / -4.9 eV
Kohn-Sham gap (spin up / spin down) = 4.9 / 7.2 eV
Spin multiplicity = 2
LUMO level (spin up / spin down) = 2.2 / 2.3 eV
⟨S²⟩ = 0.775

Last column: Löwdin spin population.
Element x y z (Å)
Y -0.081 -0.301 0.352  0.008
S -1.407 -3.579 0.729  0.000
P -0.857 -3.354 -1.179  0.000
C -0.471 -1.730 -1.509  0.000
P 0.069 -1.296 -3.048  0.000
S 0.518 0.735 -3.085  0.002
C 1.637 -1.886 -3.762  0.000
C 2.617 -2.426 -2.935  0.000
C 3.867 -2.752 -3.445  0.000
C 4.146 -2.543 -4.788  0.000
C 3.179 -1.992 -5.621  0.000
C 1.931 -1.658 -5.110  0.000
C -1.139 -1.556 -4.411  0.000
C -1.130 -2.692 -5.219  0.000
C -2.131 -2.914 -6.159  0.000
C -3.150 -1.987 -6.310  0.000
C -3.157 -0.838 -5.525  0.000
C -2.162 -0.624 -4.580  0.000
C -2.256 -3.958 -2.207  0.000
C -2.428 -5.290 -2.577  0.000
C -3.563 -5.690 -3.275  0.000
C -4.547 -4.764 -3.595  0.000
C -4.399 -3.439 -3.204  0.000
C -3.262 -3.041 -2.513  0.000
C 0.494 -4.545 -1.542  0.000
C 1.387 -4.914 -0.541  0.000
C 2.480 -5.728 -0.825  0.000
C 2.674 -6.212 -2.113  0.000
C 1.773 -5.876 -3.115  0.000
C 0.699 -5.046 -2.828  0.000
H 2.404 -2.571 -1.887  0.000
H 4.620 -3.167 -2.785  0.000
H 5.119 -2.802 -5.187  0.000
H 3.398 -1.812 -6.666  0.000
H 1.190 -1.211 -5.760  0.000
H -0.328 -3.411 -5.133  0.000
H -2.111 -3.810 -6.768  0.000
H -3.937 -2.156 -7.036  0.000
H -3.948 -0.106 -5.642  0.000
H -2.181 0.266 -3.956  0.000
H -1.675 -6.025 -2.320  0.000
H -3.680 -6.728 -3.563  0.000
H -5.429 -5.076 -4.142  0.000
H -5.166 -2.712 -3.442  0.000
H -3.141 -2.011 -2.203  0.000
H 1.218 -4.556 0.467  0.000
H 3.174 -5.991 -0.036  0.000
H 3.520 -6.850 -2.336  0.000
H 1.913 -6.247 -4.124  0.000
H 0.003 -4.795 -3.617  0.000
S -3.784 4.617 5.645  0.055
N -2.637 4.960 4.540  0.031
C -2.396 3.843 3.889  -0.008
C -1.440 3.663 2.804  0.060
C -0.692 4.704 2.309  0.021
C 0.190 4.479 1.255  0.105
C 0.302 3.184 0.765  0.000
N -0.357 2.129 1.234  0.119
C -1.292 2.352 2.237  0.108
C -2.070 1.278 2.668  0.128
N -1.884 0.030 2.067  0.130
C -2.647 -0.977 2.496  0.006
C -3.591 -0.895 3.507  0.108
C -3.772 0.342 4.132  0.035
C -3.033 1.420 3.728  0.055
C -3.184 2.732 4.348  -0.009
N -4.001 3.034 5.331  0.025
H -0.817 5.688 2.748  -0.001
H 0.782 5.270 0.817  0.008
H 0.968 2.985 -0.060  -0.001
H -2.499 -1.918 1.990  -0.002
H -4.160 -1.772 3.782  0.008
H -4.491 0.476 4.933  -0.001
C 5.318 2.635 -2.097  0.000
C 3.937 2.034 -2.214  0.000
O 3.854 0.894 -1.345  0.000
P 2.546 0.839 -0.356  0.001
S 2.634 -1.059 0.352  0.001
S -0.898 1.476 -1.780  0.002
O 3.069 1.832 0.861  0.000
C 4.284 1.590 1.572  0.000
C 4.737 2.892 2.188  0.000
H 5.424 3.491 -2.770  0.000
H 6.080 1.897 -2.355  0.000
H 5.502 2.975 -1.074  0.000
H 3.735 1.700 -3.233  0.000
H 3.174 2.776 -1.958  0.000
H 5.039 1.182 0.897  0.000
H 4.091 0.836 2.338  0.000
H 4.950 3.636 1.416  0.000
H 5.643 2.740 2.782  0.000
H 3.959 3.296 2.839  0.000
C 1.265 0.995 3.823  0.003
C 1.609 -0.467 3.776  0.000
O 0.800 -1.163 2.826  0.003
C 1.102 -2.563 2.848  0.000
C 0.292 -3.287 3.896  0.000
H 1.870 1.478 4.597  0.000
H 0.213 1.142 4.071  0.001
H 1.473 1.488 2.872  0.001
H 1.471 -0.924 4.758  0.000
H 2.654 -0.613 3.483  0.000
H 2.179 -2.689 2.993  0.000
H 0.850 -2.955 1.868  0.000
H 0.437 -2.867 4.894  0.000
H 0.587 -4.340 3.925  0.000
H -0.771 -3.242 3.650  0.000

Forces on atoms 1 to 2 (eV/Å):
Y -0.368 0.558 0.418
S 0.256 0.067 -0.185

Entry 5:
DFT (ωB97M-V with the def2-TZVPD basis set) results for a structure of composition C22H61BF4N11O10Rb in a non-equilibrium geometry.

Calculated values
Relative energy (zero: lowest compared OMol25 entry of this formula, charge and spin) = 3.835 eV
E_HOMO = -7.3 eV
Kohn-Sham gap = 5.4 eV
Spin multiplicity = 1
LUMO level = -1.9 eV

Last column: Mulliken charge in e.
Element x y z (Å)
Rb -2.402 -1.498 -4.567  0.983
B -0.925 0.182 -1.254  -0.495
F -2.123 0.076 -0.572  0.026
F -0.010 -0.800 -0.846  -0.163
F -1.191 0.006 -2.669  -0.321
F -0.348 1.442 -1.086  0.979
C -1.856 -2.667 0.738  -0.939
O -0.688 -3.445 0.820  0.149
C -0.762 -4.699 0.189  -0.849
C 0.663 -5.212 0.188  -0.259
N 1.100 -5.463 1.556  -0.398
C 2.394 -6.116 1.659  -0.916
C 3.506 -5.095 1.398  -0.433
O 3.439 -4.099 2.384  -0.318
C 4.158 -2.940 2.062  -0.729
H -1.629 -1.659 1.083  -0.122
H -2.633 -3.060 1.408  0.427
H -2.248 -2.539 -0.275  0.397
H -1.168 -4.701 -0.832  0.314
H -1.372 -5.390 0.791  0.400
H 1.271 -4.442 -0.313  0.118
H 0.740 -6.162 -0.348  0.457
H 1.187 -4.600 2.082  0.188
H 2.554 -6.963 0.994  0.430
H 2.530 -6.455 2.691  0.361
H 3.263 -4.697 0.396  0.216
H 4.529 -5.486 1.317  0.504
H 4.265 -2.274 2.925  0.278
H 3.578 -2.340 1.350  0.180
H 5.199 -3.120 1.773  0.444
C -5.920 1.567 1.511  -0.854
O -4.564 1.819 1.724  -0.219
C -3.917 0.636 2.054  -0.905
C -2.464 0.878 2.487  0.063
N -1.705 1.766 1.604  0.098
C -0.482 2.251 2.282  -0.386
C 0.316 3.062 1.267  -0.266
O -0.451 4.228 0.973  -0.425
C 0.060 4.929 -0.111  -0.635
H -6.470 2.428 1.121  0.250
H -6.448 1.305 2.441  0.325
H -6.042 0.773 0.757  0.312
H -3.983 -0.097 1.243  0.225
H -4.361 0.222 2.975  0.481
H -2.013 -0.128 2.516  -0.741
H -2.502 1.353 3.468  0.749
H -1.426 1.184 0.818  -0.469
H 0.064 1.400 2.712  0.738
H -0.799 2.945 3.063  0.721
H 0.556 2.515 0.353  -0.903
H 1.225 3.426 1.772  0.750
H -0.724 5.602 -0.477  0.326
H 0.302 4.296 -0.975  0.077
H 0.923 5.575 0.103  0.269
C 3.630 1.293 -0.773  0.059
O 3.139 0.595 0.335  -0.464
C 1.996 1.211 0.949  -0.690
C 1.172 0.132 1.593  0.491
N 1.877 -0.436 2.719  -0.240
C 1.265 -1.539 3.432  0.319
C -0.125 -1.226 3.986  -0.149
O -0.067 -0.043 4.773  -0.191
C 0.073 -0.317 6.126  -0.857
H 4.326 2.088 -0.484  0.243
H 2.840 1.674 -1.423  -0.648
H 4.225 0.573 -1.344  0.376
H 1.429 1.792 0.216  0.635
H 2.391 1.895 1.709  0.627
H 0.940 -0.618 0.811  -0.501
H 0.181 0.521 1.851  -0.451
H 2.808 -0.664 2.407  0.483
H 1.899 -1.662 4.320  0.511
H 1.321 -2.474 2.853  -0.598
H -0.477 -2.067 4.588  0.747
H -0.820 -1.120 3.147  -0.386
H -0.816 -0.803 6.561  0.323
H 0.164 0.645 6.633  0.283
H 0.915 -0.940 6.458  0.308
C 1.459 -2.333 -3.522  0.283
O 2.047 -2.974 -4.384  -0.692
N 1.734 -1.030 -3.183  -0.046
N 0.622 -2.951 -2.595  -0.045
H 2.265 -0.495 -3.846  0.168
H 1.325 -0.609 -2.369  -0.022
H 0.514 -3.940 -2.714  0.274
H 0.492 -2.474 -1.716  -0.191
C -0.406 2.638 -5.691  0.542
O 0.785 2.870 -5.843  -0.714
N -0.937 1.910 -4.639  0.033
N -1.353 3.221 -6.513  -0.399
H -1.906 1.684 -4.732  0.047
H -0.295 1.524 -3.969  -0.028
H -2.332 3.059 -6.398  0.124
H -1.002 3.892 -7.169  0.243
C -4.004 2.920 -1.772  0.396
O -3.688 3.121 -0.628  -0.461
N -5.171 3.415 -2.335  -0.436
N -3.353 1.960 -2.544  -0.129
H -5.729 4.052 -1.801  0.253
H -5.343 3.290 -3.313  0.107
H -3.585 1.747 -3.494  0.130
H -2.438 1.640 -2.299  0.112
C 2.885 3.222 -2.583  0.550
O 3.239 3.283 -1.412  -0.592
N 3.737 3.460 -3.644  -0.438
N 1.601 2.872 -2.955  0.238
H 4.623 3.846 -3.380  0.250
H 3.393 3.414 -4.584  0.140
H 1.339 2.967 -3.924  0.113
H 0.993 2.570 -2.211  -0.535

Forces on atoms 1 to 2 (eV/Å):
Rb 0.428 -0.086 0.371
B 0.167 -0.218 0.405

Number 1: molecular weight 72.13 g mol⁻¹, electronic energy -212.3099 Eh. Number 2: molecular weight 654.51 g mol⁻¹, electronic energy -2172.2545 Eh. Number 3: molecular weight 305.11 g mol⁻¹, electronic energy -3568.6535 Eh. Number 4: molecular weight 1033.05 g mol⁻¹, electronic energy -5240.7941 Eh. Number 5: molecular weight 812.07 g mol⁻¹, electronic energy -2678.0383 Eh.